No. 1
Entry from the Open Molecules 2025 dataset: 3 unconnected molecules or ions with the total composition C19H47FNO8P2S (ωB97M-V/def2-TZVPD).

```
79
Properties=species:S:1:pos:R:3:mulliken_charge:R:1
C 0.606 6.390 0.764 -1.30
C -0.920 6.656 0.361 -0.04
N -1.468 5.616 -0.548 -0.25
S -2.924 4.892 0.000 0.31
C -2.803 4.421 1.808 -0.35
C -4.042 3.498 2.165 -1.25
C -4.234 6.197 -0.230 -0.64
C -4.728 6.868 1.108 -0.41
C -3.854 8.135 1.543 -0.24
F -3.269 7.771 2.795 -0.31
H 0.954 7.327 1.293 0.39
H 0.728 5.509 1.445 0.31
H 1.250 6.302 -0.161 0.36
H -0.906 7.666 -0.154 0.31
H -1.472 6.795 1.325 0.00
H -0.805 4.850 -0.703 0.34
H -2.691 5.326 2.459 0.42
H -1.882 3.780 1.880 0.45
H -3.769 2.830 3.026 0.37
H -4.251 2.859 1.258 0.35
H -4.973 4.053 2.444 0.33
H -3.956 6.943 -1.029 0.45
H -5.120 5.634 -0.655 0.41
H -5.752 7.300 0.881 0.42
H -4.895 6.155 1.958 0.11
H -4.488 9.045 1.719 0.31
H -3.067 8.342 0.768 0.14
O 2.266 2.056 -1.014 -0.75
P 1.576 0.699 -1.149 1.03
O 1.168 0.555 0.450 -0.36
C 0.088 1.329 0.940 -0.37
C -1.252 0.741 0.532 -0.80
O 2.938 -0.244 -1.113 -0.16
C 4.176 0.241 -1.629 -0.46
C 5.064 0.726 -0.499 -1.21
O 0.694 -0.742 -1.398 -0.12
C 0.273 -1.008 -2.747 -0.43
C 1.442 -1.342 -3.658 -1.00
H 0.181 2.366 0.595 0.19
H 0.169 1.333 2.030 0.36
H -1.395 0.817 -0.550 0.20
H -2.071 1.274 1.024 0.23
H -1.311 -0.316 0.791 0.30
H 4.015 1.023 -2.375 0.46
H 4.665 -0.592 -2.142 0.37
H 4.562 1.481 0.110 0.28
H 5.991 1.152 -0.888 0.39
H 5.313 -0.101 0.170 0.29
H -0.283 -0.148 -3.131 0.36
H -0.413 -1.856 -2.707 0.34
H 2.079 -0.466 -3.815 0.31
H 1.086 -1.678 -4.633 0.43
H 2.065 -2.121 -3.218 0.14
O 2.581 -7.241 1.062 -0.74
P 1.606 -6.418 0.224 1.06
O 1.530 -5.065 1.172 -0.34
C 2.636 -4.168 1.156 -0.68
C 2.633 -3.309 -0.096 -0.55
O 0.208 -7.154 0.728 -0.34
C 0.215 -8.510 1.167 -0.34
C 0.227 -8.573 2.682 -1.22
O 0.650 -5.622 -0.951 -0.19
C 0.707 -6.159 -2.281 -0.30
C 0.041 -7.521 -2.381 -1.07
H 3.575 -4.724 1.247 0.35
H 2.542 -3.530 2.037 0.35
H 2.824 -3.919 -0.985 0.21
H 3.405 -2.540 -0.039 0.29
H 1.665 -2.828 -0.236 0.18
H 1.055 -9.061 0.738 0.39
H -0.698 -8.980 0.791 0.37
H 1.065 -8.013 3.100 0.30
H 0.290 -9.606 3.028 0.37
H -0.683 -8.123 3.087 0.29
H 1.751 -6.215 -2.607 0.32
H 0.193 -5.451 -2.935 0.31
H 0.612 -8.277 -1.835 0.25
H -0.028 -7.840 -3.423 0.43
H -0.960 -7.495 -1.949 0.26
```

Charge: +1
E_tot, eV: -70456.6752
HOMO, Eh: -0.413
M, g mol⁻¹: 530.6
Gap between HOMO and LUMO, eV: 7.590

=====

No. 2
Entry from the Open Molecules 2025 dataset: a molecular structure, CaH22NO14 (ωB97M-V/def2-TZVPD).

```
38
Properties=species:S:1:pos:R:3:mulliken_charge:R:1
Ca -1.146 -0.307 -3.038 1.45
N 0.182 0.369 0.444 0.51
O 0.536 -0.558 1.129 -0.64
O -0.195 1.420 0.919 -0.76
O -0.065 0.151 -0.705 0.05
O 2.900 -1.766 0.065 -0.70
H 1.969 -1.611 -0.096 0.25
H 3.209 -0.961 0.481 0.36
O -2.727 -1.114 -1.217 -0.48
H -2.573 -1.264 -0.285 0.29
H -3.586 -1.501 -1.384 0.29
O -0.037 -2.377 -2.234 -0.47
H 0.835 -2.640 -2.527 0.27
H -0.552 -3.184 -2.260 0.29
O -2.037 1.757 -2.235 -0.46
H -2.979 1.780 -2.405 0.27
H -1.759 2.670 -2.304 0.26
O 0.283 2.613 3.686 -0.61
H -0.205 2.365 2.901 0.35
H 0.865 3.315 3.395 0.29
O -2.382 -1.473 1.538 -0.65
H -1.489 -1.449 1.882 0.29
H -2.806 -2.183 2.020 0.28
O 1.579 2.621 -1.305 -0.69
H 0.984 1.905 -1.530 0.33
H 1.414 2.786 -0.376 0.36
O 0.841 0.858 -3.352 -0.56
H 1.135 1.680 -3.745 0.28
H 1.576 0.257 -3.474 0.27
O 1.893 -1.010 3.385 -0.62
H 1.346 -0.850 2.616 0.44
H 2.495 -0.266 3.410 0.30
O -2.307 2.920 0.400 -0.63
H -1.975 3.371 -0.376 0.22
H -1.638 2.266 0.603 0.52
O 2.004 -3.518 2.358 -0.62
H 2.164 -2.781 1.769 0.38
H 2.250 -4.290 1.848 0.28
```

Charge: +1
E_tot, eV: -48943.6194
HOMO, Eh: -0.442
M, g mol⁻¹: 300.2
Gap between HOMO and LUMO, eV: 6.728

=====

No. 3
Entry from the Open Molecules 2025 dataset: a molecular structure, C15H31NO8S (ωB97M-V/def2-TZVPD).

```
56
Properties=species:S:1:pos:R:3:mulliken_charge:R:1
C 0.418 -3.922 1.311 -1.24
C 0.824 -2.493 0.847 0.27
C 0.874 -2.337 -0.687 -0.38
O -0.324 -1.784 -1.246 -0.39
C -0.182 -0.544 -1.827 -0.66
O 0.854 -0.422 -2.809 -0.50
S 0.767 1.148 -3.290 1.28
O -0.137 1.140 -4.415 -0.62
O 2.083 1.709 -3.433 -0.58
O 0.142 1.758 -1.931 -0.48
C -0.260 0.737 -0.953 1.42
C 0.758 0.945 0.183 -1.26
C 2.229 1.090 -0.270 -0.23
C 3.131 0.697 0.932 -1.28
O -1.542 1.125 -0.628 -0.50
C -2.214 0.167 0.192 -0.55
C -3.564 0.714 0.711 -0.07
C -3.827 2.154 0.252 -1.55
C -4.715 -0.245 0.295 0.67
C -6.051 0.237 0.912 -1.72
C -4.823 -0.420 -1.228 -1.41
H -0.572 -3.882 1.769 0.28
H 1.094 -4.319 2.069 0.37
H 0.390 -4.631 0.482 0.30
H 0.118 -1.796 1.293 0.00
H 1.834 -2.309 1.219 0.02
H 1.778 -1.795 -0.972 0.17
H 0.974 -3.341 -1.109 0.58
H -1.102 -0.450 -2.429 0.70
H 0.473 1.887 0.661 0.72
H 0.709 0.183 0.960 0.43
H 2.435 2.141 -0.468 0.34
H 2.496 0.458 -1.113 0.38
H 4.184 0.825 0.693 0.39
H 2.867 1.282 1.817 0.34
H 2.904 -0.342 1.186 0.11
H -1.579 -0.065 1.058 0.11
H -2.363 -0.775 -0.340 0.36
H -3.522 0.675 1.804 0.44
H -4.747 2.558 0.673 0.40
H -3.871 2.164 -0.837 0.34
H -3.025 2.822 0.570 0.41
H -4.497 -1.226 0.730 0.41
H -6.692 0.770 0.212 0.33
H -6.597 -0.644 1.264 0.42
H -5.846 0.835 1.802 0.42
H -5.710 -1.011 -1.466 0.46
H -4.834 0.526 -1.767 0.26
H -3.980 -1.000 -1.618 0.33
C 7.976 1.413 0.891 -0.76
N 6.813 1.132 1.774 0.88
O 6.672 1.821 2.760 -0.52
O 6.078 0.226 1.442 -0.52
H 8.534 2.241 1.311 0.30
H 8.580 0.512 0.852 0.30
H 7.585 1.661 -0.092 0.30
```

Relative energy (zero: lowest compared OMol25 entry of this formula, charge and spin), kcal per mole: 0.0
E_tot, eV: -44758.4447
HOMO, Eh: -0.370
M, g mol⁻¹: 385.5
Gap between HOMO and LUMO, eV: 10.233

=====

No. 4
Entry from the Open Molecules 2025 dataset: a molecular structure, C17H39IO3PSZn (ωB97M-V/def2-TZVPD).

```
63
Properties=species:S:1:pos:R:3:mulliken_charge:R:1
C 5.345 1.263 -1.886 -1.28
C 4.378 2.384 -2.269 -0.39
C 2.913 1.916 -2.326 -0.52
C 1.909 2.861 -1.651 -0.92
C 0.547 2.217 -1.312 0.71
C -0.656 2.733 -2.135 -0.96
C -1.833 3.266 -1.307 -0.97
C -2.426 2.313 -0.238 -0.80
C -2.284 0.798 -0.521 1.41
C -3.549 -0.041 -0.264 0.03
C -3.453 -1.133 0.834 -0.71
C -3.442 -2.554 0.254 -0.76
C -2.260 -2.924 -0.626 -0.59
C -0.902 -2.591 -0.082 0.03
P -0.506 -3.633 1.582 -0.20
I -0.607 -5.166 3.669 0.20
C 1.440 -3.055 1.624 -0.89
C 1.627 -2.007 2.675 -0.93
C 1.171 -0.600 2.271 0.17
S 1.419 0.501 3.654 1.23
O 0.284 0.353 4.503 -0.59
O 2.752 0.333 4.112 -0.61
O 1.379 1.925 2.965 -0.45
H 6.389 1.535 -2.065 0.39
H 5.138 0.355 -2.468 0.32
H 5.253 1.009 -0.825 0.28
H 4.681 2.793 -3.238 0.37
H 4.463 3.197 -1.536 0.33
H 2.623 1.797 -3.379 0.26
H 2.825 0.916 -1.872 0.31
H 1.726 3.708 -2.325 0.25
H 2.370 3.288 -0.751 0.45
H 0.635 1.132 -1.482 0.06
H 0.341 2.334 -0.237 -0.36
H -1.004 1.953 -2.822 0.28
H -0.323 3.550 -2.787 0.56
H -2.627 3.559 -2.005 0.37
H -1.525 4.194 -0.811 0.29
H -3.489 2.556 -0.133 0.47
H -1.982 2.533 0.741 0.30
H -1.464 0.411 0.099 -0.92
H -1.962 0.655 -1.559 0.01
H -4.402 0.613 -0.057 0.50
H -3.819 -0.561 -1.204 -0.53
H -4.313 -1.060 1.507 0.39
H -2.573 -0.964 1.476 0.22
H -3.515 -3.303 1.074 0.46
H -4.358 -2.692 -0.334 0.34
H -2.308 -4.003 -0.836 0.41
H -2.316 -2.440 -1.621 0.14
H -0.791 -1.561 0.265 -0.46
H -0.082 -2.857 -0.754 0.60
H -0.180 -4.816 0.856 0.29
H -1.927 -4.060 1.686 -0.01
H -0.830 -2.574 2.483 0.15
H 1.702 -2.749 0.609 0.44
H 1.888 -4.024 1.864 0.47
H 1.149 -2.314 3.616 0.37
H 2.709 -1.980 2.889 0.54
H 0.096 -0.563 2.055 -0.19
H 1.732 -0.233 1.405 0.37
H 0.612 2.043 2.387 0.35
Zn -3.787 -0.537 -3.438 -0.05
```

Charge: +1
E_tot, eV: -101033.1942
HOMO, Eh: -0.403
M, g mol⁻¹: 546.8
Gap between HOMO and LUMO, eV: 2.859

=====

No. 5
Entry from the Open Molecules 2025 dataset: 2 unconnected molecules or ions with the total composition C7H7NO2S (ωB97M-V/def2-TZVPD).

```
18
Properties=species:S:1:pos:R:3:mulliken_charge:R:1
C -2.284 0.996 0.766 -0.13
C -2.140 -0.332 1.167 -0.58
C -1.444 1.661 -0.072 -0.70
C -1.146 -1.124 0.666 -0.34
C -0.469 0.821 -0.660 0.01
C -0.346 -0.557 -0.351 1.07
C 0.573 -1.264 -1.144 -1.09
N 2.789 -1.276 0.045 -0.43
O 4.423 0.336 0.844 -0.50
O 2.887 1.171 -0.884 -0.48
S 3.326 0.102 -0.045 0.84
H -3.070 1.502 1.338 0.31
H -2.635 -0.785 1.965 0.40
H -1.560 2.812 -0.182 0.30
H -1.102 -2.215 0.921 0.32
H 0.290 1.324 -1.236 0.34
H 0.769 -2.279 -1.089 0.35
H 1.139 -0.892 -2.049 0.31
```

Relative energy (zero: lowest compared OMol25 entry of this formula, charge and spin), kcal per mole: 79.8
E_tot, eV: -23787.7253
HOMO (alpha / beta), Eh: -0.315 / -0.320
M, g mol⁻¹: 169.2
Gap between HOMO and LUMO (alpha / beta), eV: 6.506 / 6.677

=====

No. 6
Entry from the Open Molecules 2025 dataset: a single C12H10N4O2 molecule (ωB97M-V/def2-TZVPD).

```
28
Properties=species:S:1:pos:R:3:mulliken_charge:R:1
O 2.672 3.887 0.650 -0.52
C 2.461 2.989 -0.352 0.93
N 3.028 3.326 -1.448 -0.69
C 2.815 2.613 -2.548 -0.13
N 1.940 1.615 -2.510 -0.73
C 1.256 1.281 -1.425 -0.05
C 0.469 0.106 -1.348 -0.76
C -0.146 -0.260 -0.205 0.33
C 0.051 0.507 1.000 0.90
C 0.832 1.639 0.963 -1.33
C 1.508 1.946 -0.272 0.79
N -0.601 -0.125 2.079 -0.76
C -1.152 -1.184 1.535 0.43
N -0.939 -1.309 0.166 0.01
C -1.666 -2.442 -0.566 -0.52
C -2.942 -2.757 0.234 -0.56
O -2.777 -3.099 1.644 -0.37
C -1.863 -2.210 2.357 -0.55
H 3.153 4.602 0.207 0.37
H 3.468 2.924 -3.441 0.32
H 0.532 -0.701 -2.031 0.43
H 1.030 2.214 1.840 0.47
H -1.801 -2.179 -1.645 0.41
H -1.096 -3.373 -0.640 0.27
H -3.467 -3.606 -0.287 0.34
H -3.510 -1.839 0.156 0.37
H -1.069 -2.890 2.657 0.23
H -2.186 -1.676 3.232 0.36
```

Relative energy (zero: lowest compared OMol25 entry of this formula, charge and spin), kcal per mole: 26.4
E_tot, eV: -22660.7205
HOMO, Eh: -0.301
SMILES string: Oc1ncnc2cc3c(cc12)nc1n3CCOC1
M, g mol⁻¹: 242.2
Gap between HOMO and LUMO, eV: 8.227

=====

No. 7
Entry from the Open Molecules 2025 dataset: a molecular structure, C21H14N8S3Ti (ωB97M-V/def2-TZVPD).

```
47
Properties=species:S:1:pos:R:3:lowdin_spin:R:1
Ti -0.577 -0.178 -0.071 1.00
N 2.390 1.533 -2.709 0.01
C 1.362 0.790 -2.315 0.01
N 1.164 0.386 -1.105 0.02
C 2.131 0.724 -0.115 0.05
N 2.067 0.179 1.040 -0.01
N 0.933 -0.624 1.101 0.17
C 0.837 -1.770 1.783 0.25
C -0.049 -2.693 1.144 0.08
C -0.349 -3.987 1.603 0.05
C -1.068 -4.837 0.810 0.04
C -1.510 -4.412 -0.456 0.08
C -1.236 -3.126 -0.836 0.02
N -0.537 -2.263 -0.074 0.11
C 3.218 1.633 -0.470 0.00
C 4.134 2.115 0.464 0.01
C 5.150 2.957 0.070 0.00
C 5.264 3.336 -1.270 0.01
C 4.360 2.875 -2.205 0.00
C 3.340 2.025 -1.794 0.01
H 2.437 1.823 -3.672 0.00
H 0.634 0.537 -3.077 0.00
H 1.464 -2.038 2.624 0.01
H 0.012 -4.299 2.574 0.00
H -1.289 -5.840 1.154 0.00
H -2.062 -5.069 -1.112 0.00
H -1.594 -2.734 -1.780 0.00
H 4.021 1.813 1.496 0.00
H 5.859 3.327 0.799 0.00
H 6.061 3.998 -1.581 0.00
H 4.435 3.172 -3.245 0.00
S -1.986 0.520 -1.936 0.01
C -2.864 1.673 -0.930 0.01
C -4.245 1.909 -1.293 0.00
N -5.340 2.066 -1.612 0.00
C -2.336 2.316 0.141 0.00
S -0.694 2.132 0.740 0.00
C -3.198 3.192 0.910 0.00
N -3.875 3.866 1.551 0.00
S -3.657 -0.803 3.236 0.00
C -4.358 -1.309 1.762 0.00
C -3.488 -1.106 0.753 0.00
N -2.276 -0.554 1.134 0.02
C -2.249 -0.349 2.422 0.01
H -5.361 -1.700 1.712 0.00
H -3.665 -1.308 -0.292 0.00
H -1.410 0.102 2.930 0.00
```

Relative energy (zero: lowest compared OMol25 entry of this formula, charge and spin), kcal per mole: 14.0
E_tot, eV: -89547.0454
Multiplicity: 3
HOMO (alpha / beta), Eh: -0.243 / -0.275
M, g mol⁻¹: 522.5
Gap between HOMO and LUMO (alpha / beta), eV: 6.368 / 6.374
⟨S²⟩: 2.02

=====

No. 8
Entry from the Open Molecules 2025 dataset: a single C3H8N2O molecule (ωB97M-V/def2-TZVPD).

```
14
Properties=species:S:1:pos:R:3:mulliken_charge:R:1
C -1.308 0.942 -0.513 -0.84
N -1.179 -0.057 0.533 -0.32
C -0.046 -0.955 0.514 0.04
N 0.789 -1.338 -0.593 -0.69
C 1.290 -0.337 0.551 -0.14
O 1.579 0.942 0.160 -0.50
H -0.487 1.651 -0.429 0.26
H -2.237 1.487 -0.350 0.35
H -1.321 0.522 -1.528 0.28
H -2.036 -0.594 0.618 0.23
H -0.190 -1.754 1.240 0.34
H 0.615 -0.782 -1.427 0.30
H 2.009 -0.756 1.256 0.36
H 2.521 1.028 -0.032 0.33
```

Relative energy (zero: lowest compared OMol25 entry of this formula, charge and spin), kcal per mole: 67.2
E_tot, eV: -8266.4123
HOMO, Eh: -0.308
SMILES string: CN[C@H]1N[C@H]1O
M, g mol⁻¹: 88.1
Gap between HOMO and LUMO, eV: 9.227

=====

Question: What is the formula in the first record?
Answer: C19H47FNO8P2S